A molecular structure, C33H45BN5O4P2Ru, computed with ωB97M-V with the def2-TZVPD basis set.

Structure (XYZ):
```
91
Properties=species:S:1:pos:R:3:forces:R:3
Ru 0.84828 0.21380 -0.82488 2.357 -1.881 -0.946
P 2.52550 -1.45168 -1.17603 -0.287 0.708 -0.009
P -1.37013 1.26675 -1.26680 -0.220 0.402 -1.416
O 2.72397 1.63378 -0.61945 -0.588 -1.036 0.465
O -0.88644 -4.03031 0.57658 -0.096 0.551 0.367
O -0.54424 -3.66469 -1.65953 -0.222 0.525 -0.119
O -0.90791 -1.74176 -0.25033 -0.488 1.362 0.541
N -0.12042 -0.71817 1.73855 -4.001 -1.295 0.721
N 0.51648 5.00253 1.11452 -0.089 0.121 -0.083
N 0.38193 2.69786 0.58045 0.117 0.347 0.336
N -0.94117 3.58223 2.25051 -0.119 -0.012 0.176
N 0.90993 -0.14940 1.17754 2.251 0.566 -0.395
C 3.12917 0.76843 1.59053 -0.181 -0.415 0.248
C -2.40043 -1.57637 3.17759 0.400 0.027 -0.866
C 4.78301 2.19245 0.42861 -0.286 -0.075 -0.230
C 1.97796 0.06143 1.96818 -1.041 0.148 0.021
C 0.39569 0.11540 -5.29050 0.247 -0.055 0.063
C -1.73720 3.05628 -1.53068 0.077 -0.272 0.299
C -0.81118 0.81188 -2.93788 -0.138 -0.055 -0.250
C -0.38328 -4.99633 -1.39209 -0.028 -0.569 0.650
C -0.60826 -5.21595 -0.02743 0.265 -0.521 -0.833
C 4.19696 -0.82875 -1.65213 -0.240 0.028 0.015
C 1.09166 -0.01501 -4.09732 0.184 0.008 -0.054
C 0.02705 3.71182 1.26175 0.424 0.213 -0.222
C -3.37933 -2.26815 1.07538 0.910 0.419 0.087
C 0.50519 0.32312 -2.88114 -0.502 0.410 0.658
C -0.90236 0.59808 -5.30909 -0.207 0.068 -0.211
C -2.11829 4.41910 2.14087 -0.085 0.084 0.089
C -3.52140 -2.02446 3.83111 -0.419 -0.203 0.210
C -0.17132 -7.50971 -0.33424 0.040 -0.151 -0.130
C -0.02048 -6.02035 -2.23998 -0.131 0.398 0.057
C 3.43798 1.47609 0.42413 -0.319 0.528 -0.676
C -1.10697 -1.30433 1.10538 4.347 0.940 -0.083
C 0.06767 -7.29166 -1.68379 0.000 -0.065 0.078
C 0.71529 5.84311 2.27636 -0.014 0.106 0.107
C -4.49511 -2.70716 1.74901 -0.426 -0.124 0.382
C 1.44556 5.26541 0.03746 -0.170 -0.106 -0.023
C 1.89111 -0.48536 3.36880 0.189 -0.143 -0.124
C -3.09321 0.60401 -1.25242 0.284 -0.021 0.292
C -1.23450 2.22259 2.64546 0.144 -0.011 0.013
C 2.35272 -2.80275 -2.42119 -0.223 0.351 0.056
C -1.51343 0.95564 -4.12341 -0.085 0.020 0.055
C -0.50641 -6.47326 0.52593 -0.078 0.418 0.084
C -2.28524 -1.71356 1.77403 -2.127 -0.648 1.039
C -4.57462 -2.60987 3.13379 0.212 0.092 -0.250
B -0.81540 -3.07146 -0.43127 0.413 -1.069 -0.160
H -1.78407 2.23914 3.58641 -0.081 0.000 0.019
H -2.05992 3.50419 -0.59495 -0.043 0.151 0.046
H -2.52227 1.34694 -4.11418 -0.130 0.033 -0.109
H 1.30496 -3.05183 -2.55391 0.053 0.017 -0.070
H 5.58934 1.49737 0.65947 0.023 -0.015 0.057
H -3.58622 -1.93124 4.90678 0.037 0.008 0.045
H 3.89928 0.81558 2.35192 -0.048 -0.071 -0.027
H -1.86708 5.37128 1.68081 -0.005 0.025 0.029
H 0.21323 5.40920 3.13682 0.016 0.061 -0.013
H -3.68650 1.09040 -2.02730 0.015 -0.007 0.019
H -0.66724 -6.63280 1.57992 -0.040 -0.022 0.110
H -1.81317 1.67554 1.89234 -0.059 -0.033 -0.018
H -0.29428 1.69796 2.78078 -0.040 -0.135 0.033
H 0.19271 -5.83088 -3.27905 -0.032 -0.003 -0.156
H 1.55535 6.34632 -0.06460 0.024 -0.069 -0.039
H 0.31796 6.84686 2.09510 0.053 -0.013 0.061
H -3.33884 -2.34912 -0.00368 -0.023 -0.020 0.014
H -2.52899 4.60049 3.13538 -0.075 0.049 -0.006
H -0.08543 -8.50917 0.06147 0.009 -0.121 0.037
H 4.75589 -1.60316 -2.17276 0.059 -0.041 -0.017
H 1.04939 4.86590 -0.89631 0.086 0.024 -0.027
H 1.78398 5.93161 2.50616 -0.020 0.011 0.036
H 4.08447 0.04638 -2.29240 0.035 0.005 -0.089
H -3.55246 0.77516 -0.28031 -0.131 -0.009 0.058
H -1.42958 0.70743 -6.24493 -0.049 -0.019 -0.127
H -2.51586 3.17647 -2.28302 -0.024 -0.049 -0.045
H 4.96348 2.64022 -0.54558 -0.019 -0.006 -0.025
H 2.43516 4.82333 0.21637 0.001 0.019 -0.010
H -0.83148 3.55448 -1.86951 0.043 -0.001 0.046
H -2.89779 3.93940 1.53257 -0.005 0.000 0.011
H 2.76838 -2.48961 -3.37593 0.046 -0.003 -0.120
H 1.17643 2.84965 -0.03558 -0.010 0.160 0.191
H 2.11336 -0.37245 -4.13088 0.093 -0.058 -0.007
H 1.11634 0.04024 3.92888 -0.028 0.016 -0.010
H 0.32828 -8.12658 -2.31516 0.059 -0.069 -0.063
H 0.88057 -0.15742 -6.21647 0.029 -0.026 -0.144
H 4.74136 -0.52423 -0.76127 0.056 0.001 0.017
H 2.88512 -3.68946 -2.07503 0.070 0.010 0.054
H 4.78254 2.97680 1.18488 0.018 0.021 0.069
H 1.59974 -1.53585 3.32986 0.052 0.032 0.122
H 2.84000 -0.39038 3.88944 0.027 0.047 0.002
H -5.43869 -2.98737 3.66121 -0.062 0.040 0.012
H -5.31901 -3.13009 1.19164 -0.033 -0.054 -0.029
H -1.57306 -1.14219 3.71886 0.014 0.043 0.023
H -3.05977 -0.46583 -1.44521 -0.009 -0.044 0.008
```
Forces are in eV/Å.

E_HOMO (alpha / beta), eV: -6.82 / -6.66
Gap between HOMO and LUMO (alpha / beta), eV: 6.7 / 6.1
Multiplicity: 2
Charge: 0
ΔE to the lowest compared entry with this formula, charge and spin, kJ/mol: 436.17
Expectation value of S²: 1.02

=====

C24H29F3N4O in the gas phase, computed with ωB97M-V with the def2-TZVPD basis set.

Structure (XYZ):
```
61
Properties=species:S:1:pos:R:3:forces:R:3
F -6.96716 -1.83316 -0.44668 0.054 0.083 -0.198
F -7.77127 -0.87803 1.30413 -0.091 0.278 0.061
F -5.89212 -1.91806 1.41058 0.189 0.072 0.046
O 4.03056 -0.81636 -1.96944 0.220 0.331 -0.237
N -2.80842 1.01483 -1.57379 0.236 0.015 -0.444
N 2.84363 -2.05112 -0.52477 -0.237 -0.165 -0.067
N 4.31904 0.74733 1.82667 0.315 -0.317 0.151
N -0.28432 -0.10221 -0.87713 -0.008 0.067 -0.081
C 1.88139 -1.93123 1.71588 -0.105 -0.233 -0.104
C -4.44861 2.37721 -0.43911 0.109 0.020 0.024
C 2.69187 2.46256 1.51485 0.018 -0.010 -0.059
C -5.62320 2.51049 0.26770 0.012 -0.041 0.050
C -6.63344 -1.09847 0.63391 -0.133 -0.413 0.089
C -5.89292 0.15270 0.26631 -0.121 0.169 0.073
C 5.77463 -0.04975 0.07914 -0.072 -0.141 -0.069
C -3.94930 1.11681 -0.81069 -0.595 -0.052 0.223
C -1.66070 1.85620 -1.30588 0.251 0.111 0.390
C -0.71689 1.16090 -0.31500 -0.066 0.212 -0.174
C 0.57385 -1.42138 1.11302 0.189 0.328 -0.076
C 3.08355 2.60479 0.19161 0.051 -0.024 0.074
C 0.85997 -0.69944 -0.21517 0.048 -0.326 0.050
C 4.10708 1.80910 -0.29236 -0.078 0.066 0.083
C -2.36090 -0.26021 -2.09071 0.002 -0.336 0.139
C -4.70944 0.00093 -0.43966 0.087 0.096 -0.019
C -6.36701 1.40015 0.63664 -0.011 -0.280 -0.020
C 3.34840 1.51778 2.28632 -0.267 0.205 0.130
C -1.42924 -0.96525 -1.09863 -0.108 0.061 -0.246
C 3.98177 -1.42336 -0.91420 0.147 -0.472 0.118
C 1.60015 -1.66360 -1.15950 -0.091 0.472 -0.259
C 4.70399 0.88644 0.56294 0.109 0.242 -0.204
C 5.19465 -1.47188 0.00363 0.055 0.248 -0.133
C 2.61797 -2.79727 0.69185 0.142 0.035 0.519
H -1.24943 1.03229 0.64571 0.045 0.046 -0.014
H 2.59694 3.32363 -0.45284 -0.021 0.048 -0.047
H 5.93689 -2.15164 -0.41871 -0.047 -0.062 0.030
H 1.55539 0.12454 -0.01114 0.003 -0.058 -0.029
H 1.83096 -1.16263 -2.09962 -0.104 -0.101 0.102
H -3.21333 -0.88509 -2.35208 0.007 0.024 -0.022
H 1.99517 -3.66233 0.43273 0.094 0.002 0.035
H 2.51658 -1.08693 1.99039 0.045 -0.049 0.037
H 6.11271 0.25802 -0.90957 0.039 -0.028 0.053
H 3.55481 -3.17662 1.09553 -0.064 -0.029 -0.065
H 4.42823 1.87855 -1.31910 0.039 -0.036 -0.098
H -1.79417 -0.05476 -3.00423 -0.038 -0.092 0.025
H 0.08315 -0.73910 1.81022 -0.097 -0.029 0.029
H 4.94184 -1.78910 1.01102 0.034 -0.060 0.001
H -4.39094 -1.00032 -0.68004 0.088 -0.067 -0.038
H 0.15946 1.78903 -0.14508 0.010 0.005 0.044
H -7.28624 1.49994 1.18973 -0.080 -0.001 0.041
H -5.97465 3.49651 0.53096 -0.014 0.107 0.004
H -1.96633 2.81835 -0.90134 -0.002 -0.009 -0.070
H 1.89986 3.06375 1.93471 -0.055 0.041 0.059
H -3.91896 3.27005 -0.73146 0.048 0.067 -0.050
H 1.67952 -2.51547 2.61506 0.033 -0.003 0.062
H -0.09528 -2.26609 0.93344 -0.098 -0.032 0.005
H -1.09349 -1.91023 -1.52480 -0.045 -0.073 0.027
H -1.98145 -1.16894 -0.16469 0.033 -0.064 -0.045
H 3.08337 1.36028 3.32479 -0.090 0.066 0.070
H 1.00706 -2.55968 -1.35922 -0.020 -0.016 -0.011
H 6.61435 -0.04224 0.77521 -0.004 0.038 -0.025
H -1.12959 2.01874 -2.24802 0.015 0.066 0.061
```
Forces are in eV/Å.

E_HOMO, eV: -7.89
Gap between HOMO and LUMO, eV: 8.5
Charge: 0
ΔE to the lowest compared entry with this formula, charge and spin, kJ/mol: 0.00
SMILES string: O=C(CCc1ccccn1)N1CCC[C@H](N2CCN(c3cccc(C(F)(F)F)c3)CC2)C1

=====

A molecular structure, C16H17N8S2Ti, computed with ωB97M-V with the def2-TZVPD basis set.

Structure (XYZ):
```
44
Properties=species:S:1:pos:R:3:forces:R:3
Ti 0.03176 0.24592 0.03321 -1.063 -0.213 -0.742
S -2.14516 -0.85024 -0.29391 0.113 -0.234 -0.272
S -2.15978 -2.92474 -2.59481 0.011 0.116 0.099
N -0.30834 2.20016 -0.34615 0.195 0.775 -0.222
N 1.40252 0.56877 3.91877 0.031 -0.104 0.413
N 0.86754 -1.79471 0.08310 -0.066 -0.287 0.042
N -0.12034 0.22860 -1.88979 -0.245 0.315 -0.813
N -0.66820 -0.84286 -2.59006 0.209 0.459 0.244
N 2.09101 0.75153 0.31991 0.427 -0.068 -0.048
N 0.12241 0.34732 2.15921 -0.096 0.016 0.774
N 3.73925 0.95338 1.73938 0.312 0.069 0.013
C -3.78681 -3.13859 -1.85477 -0.043 -0.034 0.074
C 0.60778 -2.90998 0.04332 0.044 -0.385 -0.125
C -0.04700 2.50398 -1.67806 -0.244 0.496 0.538
C 0.23358 -4.31920 -0.03948 0.081 0.333 0.039
C 0.03153 1.40901 -2.53174 -0.079 -0.761 0.045
C -0.33424 4.85421 -1.23645 -0.112 0.163 0.384
C -0.66650 0.25700 3.28797 0.083 -0.069 -0.113
C 1.36065 0.52795 2.58169 0.576 0.321 -0.473
C -0.03734 3.86458 -2.10733 0.164 -0.373 -0.163
C 0.11643 0.38485 4.38962 0.083 0.052 -0.058
C -0.60905 3.23838 0.50744 0.153 -0.699 -0.223
C 2.42288 0.73584 1.58956 -0.473 -0.025 0.715
C 4.27896 1.11176 0.48124 -0.097 -0.054 -0.034
C 3.24153 0.97530 -0.39239 0.019 0.059 0.096
C -0.64538 4.52956 0.11676 0.034 0.400 -0.292
C -1.58982 -1.41026 -1.88392 -0.031 -0.188 0.163
H -4.06160 -4.17859 -2.02457 -0.002 0.025 -0.053
H 4.25770 0.99592 2.60005 0.006 0.014 0.004
H -4.51836 -2.48887 -2.32790 0.000 0.013 0.011
H -0.11113 0.36844 5.44057 0.010 -0.001 -0.021
H 5.32670 1.29897 0.32786 -0.016 -0.006 0.010
H -0.34763 5.88515 -1.56544 -0.003 -0.019 0.038
H -0.83874 -4.39007 0.13897 -0.002 -0.003 0.018
H -0.82485 2.95645 1.53010 0.008 -0.046 0.012
H -1.72861 0.09639 3.22348 0.004 0.000 -0.012
H 0.01439 1.48015 -3.60969 -0.009 -0.053 -0.033
H -3.75673 -2.95219 -0.78370 0.021 0.006 -0.013
H 3.24080 1.02650 -1.46735 0.000 -0.002 0.007
H 0.18723 4.07873 -3.14408 0.004 -0.027 0.008
H 2.22030 0.68106 4.49446 -0.027 0.029 0.010
H -0.90419 5.29809 0.83086 0.000 0.011 -0.031
H 0.78277 -4.89360 0.70341 -0.003 -0.023 -0.004
H 0.44551 -4.68714 -1.04132 0.021 0.003 -0.009
```
Forces are in eV/Å.

E_HOMO (alpha / beta), eV: -8.91 / -9.10
Gap between HOMO and LUMO (alpha / beta), eV: 5.7 / 6.1
Charge: +1

=====

2 unconnected molecules or ions with the total composition C2H4NO3, computed with ωB97M-V with the def2-TZVPD basis set.

Structure (XYZ):
```
10
Properties=species:S:1:pos:R:3:forces:R:3
O -0.17226 -0.77781 -1.39794 -0.010 -0.298 0.247
O -2.26018 -0.19592 -2.02723 0.246 0.075 0.102
O 1.77224 1.02562 2.54150 0.140 0.094 -0.079
N 0.55585 0.97753 0.60512 0.166 -0.678 0.774
C 1.32263 0.43766 1.56476 0.008 0.153 0.274
C -1.35897 -1.00544 -1.73321 -0.871 0.307 -0.254
H 0.01556 0.30247 0.03406 0.310 0.673 -0.707
H -1.71675 -2.06930 -1.78215 0.459 -0.198 0.074
H 1.54504 -0.63009 1.41323 -0.121 -0.032 -0.162
H 0.29683 1.93529 0.78186 -0.329 -0.097 -0.269
```
Forces are in eV/Å.

E_HOMO, eV: -4.58
Gap between HOMO and LUMO, eV: 8.7
Charge: -1
ΔE to the lowest compared entry with this formula, charge and spin, kJ/mol: 19.10

=====

2 unconnected molecules or ions with the total composition C2H9N2P, computed with ωB97M-V with the def2-TZVPD basis set.

Structure (XYZ):
```
14
Properties=species:S:1:pos:R:3:forces:R:3
P 1.18073 -0.30843 0.88352 -1.271 -0.172 1.547
N 1.49850 -1.53692 1.73924 1.837 -0.619 -2.590
N 0.16435 0.71942 1.45299 0.556 -0.348 -1.192
C -0.80230 -1.16949 -1.91031 1.394 2.650 -1.743
C -0.41286 1.91978 0.92969 0.814 2.205 0.021
H 1.89646 -0.53123 -0.33404 -0.529 0.699 0.181
H 1.19288 -1.44240 2.64804 -1.031 -0.058 2.499
H 0.22516 2.31407 0.11087 -0.699 -0.056 0.040
H -1.46506 1.85383 0.58919 0.570 -0.328 0.220
H -1.10582 -1.63585 -2.83848 -0.474 0.179 -0.230
H -0.52069 -1.96484 -1.29204 0.757 -0.878 1.235
H 0.08678 -0.44264 -2.22043 -1.650 -1.682 0.915
H -0.36357 2.77304 1.69497 -0.232 -1.333 -0.728
H -1.57456 -0.54834 -1.45322 -0.043 -0.261 -0.174
```
Forces are in eV/Å.

E_HOMO, eV: -9.09
Gap between HOMO and LUMO, eV: 9.6
Charge: 0
ΔE to the lowest compared entry with this formula, charge and spin, kJ/mol: 186.96

=====

C23H21N3O2S in the gas phase, computed with ωB97M-V with the def2-TZVPD basis set.

Structure (XYZ):
```
50
Properties=species:S:1:pos:R:3:forces:R:3
S 4.85088 2.86269 6.53749 -0.120 -0.067 -1.039
O 3.00141 2.97897 0.05676 1.087 -1.428 0.593
O 5.43356 3.28869 1.75006 -2.191 0.254 0.715
N 5.19413 3.51661 3.89895 1.409 0.660 3.855
N 3.38815 2.42624 4.31825 0.511 0.016 0.703
N 1.62816 1.17596 0.13462 -0.214 -1.085 -0.732
C 2.58101 1.84731 2.15148 2.045 0.512 1.632
C -1.93681 -1.14774 -0.58666 0.984 0.509 -0.905
C -4.69985 -1.42272 -0.91836 -0.232 0.134 -0.571
C -0.35878 -0.43288 3.36871 0.825 -0.091 -3.187
C 0.86936 0.57096 1.14677 3.365 1.759 1.608
C 0.84702 2.69114 -1.78618 0.405 -0.607 2.061
C 1.41581 0.99609 2.45493 -1.337 -1.755 -0.418
C -4.25240 -0.32944 -0.18648 2.815 -1.688 -1.308
C 0.77719 0.37623 3.57936 -0.220 1.224 -0.588
C -2.40061 -2.20453 -1.37732 -0.721 1.708 0.909
C 4.48704 2.90875 4.91964 0.680 0.825 2.680
C 0.63872 -1.89695 -0.74136 -1.172 1.151 -2.816
C -0.29596 0.49934 -1.37662 1.269 1.223 1.419
C -0.44184 -0.76799 -0.49379 0.510 -0.090 1.667
C -0.80784 -0.84288 2.07201 2.263 0.963 0.988
C 2.62408 1.98609 0.67446 -2.079 2.966 -1.414
C 4.67222 3.22850 2.74070 4.673 -0.479 -6.186
C -2.82972 -0.19421 -0.10412 -3.010 -1.268 0.018
C 3.54521 2.47077 2.99485 -7.178 -3.000 -3.809
C 2.12331 0.68549 -2.36452 1.250 -1.984 2.250
C -0.05203 -0.36794 0.92405 -4.310 -1.317 1.472
C 1.13730 1.21521 -1.27048 -0.533 1.417 -2.108
C -3.80804 -2.28034 -1.54064 2.565 -0.303 1.120
H -1.66820 -2.85406 -1.86303 -0.607 -0.115 0.204
H -4.93067 0.34233 0.25494 -0.517 0.865 0.456
H 1.63231 -1.48444 -0.60488 0.038 0.142 -0.024
H -3.99274 -3.22365 -1.93925 -1.665 -1.121 -1.247
H -2.55240 0.65604 0.42034 1.168 1.335 0.917
H 0.95395 0.62114 4.64248 0.403 -0.103 -0.737
H 0.18996 3.23068 -1.01388 1.136 -0.307 -1.492
H 2.67217 -0.19422 -1.85486 -0.724 1.025 -1.272
H 6.19656 3.46337 3.83538 0.358 0.660 0.748
H 2.92835 1.35912 -2.69564 -0.535 0.138 0.383
H 1.77249 3.15391 -2.13665 -0.027 0.521 1.202
H 2.64798 1.93749 4.72851 -0.852 -0.617 1.096
H 0.59320 -2.79589 -0.15523 -0.634 -0.245 0.388
H 0.41483 2.55022 -2.73432 -1.645 -0.181 -1.032
H -0.59657 0.25094 -2.38865 0.402 0.197 -0.349
H -0.96090 1.36847 -1.03827 0.330 -1.744 -0.189
H -0.85990 -0.85970 4.16634 -0.831 -0.517 1.709
H 0.50483 -2.11910 -1.83422 0.601 -0.400 0.804
H 1.56879 0.33725 -3.23142 0.001 -0.083 0.009
H -1.63574 -1.56984 2.04803 0.523 0.584 -0.432
H -5.75010 -1.54864 -1.12345 -0.265 -0.192 0.248
```
Forces are in eV/Å.

E_HOMO, eV: -8.10
Gap between HOMO and LUMO, eV: 6.3
Charge: 0
ΔE to the lowest compared entry with this formula, charge and spin, kJ/mol: 344.75
SMILES string: CC1(C)C[C@](C)(c2ccccc2)c2cccc3c2N1C(=O)/C3=C1/NC(=S)NC1=O

=====

Ordered strongest force on any atom results: 0.0865; 0.0124; 0.0256; 0.0203; 0.0674; 0.1684; unit Eh/bohr.